ORCA calculation (the ωB97M-V functional and the def2-TZVPD basis) on a 2-piece molecular cluster, C31H29NO2 overall in a non-equilibrium geometry.

```
! RIJCOSX wB97M-V def2-TZVPD def2/J DEFGRID3
* xyz 0 1
C 2.096 -0.630 3.372
N 0.729 -0.964 2.965
C 0.440 -2.311 2.500
C -0.242 -0.094 3.185
C -1.654 -0.392 3.322
C -2.190 -1.580 3.915
C -3.559 -1.823 3.880
C -4.442 -0.862 3.383
C -5.909 -1.172 3.242
C -3.947 0.392 2.992
C -2.594 0.633 3.008
H 2.786 -1.379 2.981
H 2.376 0.363 2.995
H 2.189 -0.597 4.469
H 1.366 -2.777 2.158
H 0.003 -2.928 3.298
H -0.276 -2.269 1.672
H 0.080 0.919 3.445
H -1.554 -2.288 4.435
H -3.967 -2.781 4.236
H -6.445 -0.291 2.877
H -6.078 -1.987 2.526
H -6.354 -1.480 4.196
H -4.661 1.147 2.647
H -2.218 1.636 2.786
C -0.570 -3.261 -3.204
C 0.789 -3.239 -2.894
C 1.337 -2.139 -2.239
C 0.534 -1.005 -1.964
C 1.099 0.230 -1.393
C 1.932 0.100 -0.199
C 2.659 1.283 0.343
C 1.911 2.422 0.614
C 2.502 3.500 1.258
C 3.866 3.438 1.581
C 4.626 2.296 1.286
C 4.015 1.208 0.675
O 1.994 -0.973 0.410
C 1.393 1.323 -2.364
C 0.668 1.438 -3.721
C 0.590 0.405 -4.658
C -0.148 0.562 -5.840
C -0.665 1.817 -6.162
C -0.402 2.917 -5.331
C 0.269 2.722 -4.127
O 2.334 2.124 -2.214
C -0.837 -1.047 -2.297
C -1.391 -2.174 -2.886
H -1.004 -4.141 -3.671
H 1.432 -4.085 -3.134
H 2.388 -2.116 -1.943
H 0.865 2.439 0.311
H 1.902 4.384 1.490
H 4.340 4.292 2.073
H 5.686 2.257 1.538
H 4.568 0.305 0.423
H 1.073 -0.550 -4.450
H -0.328 -0.297 -6.496
H -1.263 1.950 -7.068
H -0.734 3.909 -5.615
H 0.480 3.564 -3.477
H -1.428 -0.158 -2.055
H -2.460 -2.186 -3.084
*
```

Properties
LUMO level = -1.8 eV
HOMO = -6.22 eV
E = -38200.10052 eV
Energy relative to the best compared isomer or geometry (same formula, charge and spin) = 57.23 kcal per mole

natural (NBO) atomic charge list, values in e, 2 entries: C -0.42; N -0.23